# C3H5NO2

A single C3H5NO2 molecule (ωB97M-V/def2-TZVPD, the OMol25 dataset).

## Properties
* HOMO-LUMO gap: 0.3902 hartree
* E_LUMO: 0.838 eV
* HOMO: -9.78 eV
* max |F|: 0.5 eV Å⁻¹
* SMILES string: [H]/N=C/OCC=O

Geometry (Å):
N (-1.34, -0.21, 0.80)
C (-1.40, 0.32, -0.35)
O (-0.35, 0.44, -1.17)
C (0.95, 0.02, -0.73)
C (1.17, -0.30, 0.75)
O (1.73, 0.48, 1.48)
H (-2.24, -0.17, 1.27)
H (-2.28, 0.75, -0.83)
H (1.62, 0.85, -0.98)
H (1.22, -0.86, -1.33)
H (0.93, -1.33, 1.07)

=====

# C3H5NO2

C3H5NO2 as an isolated structure in a non-equilibrium geometry (ωB97M-V/def2-TZVPD, the OMol25 dataset).

## Properties
* HOMO-LUMO gap: 0.3602 hartree
* E_LUMO: -0.295 eV
* HOMO: -10.10 eV
* max |F|: 7.1 eV Å⁻¹

Geometry (Å):
C (-1.57, 1.08, -0.17)
C (-1.05, -0.17, -0.01)
C (0.42, -0.34, 0.02)
H (-1.71, 1.30, 1.15)
H (-2.61, 1.17, -0.87)
H (-0.66, 1.71, -0.68)
H (0.67, -1.48, -0.25)
H (2.67, -1.04, -0.50)
N (1.19, 0.55, 0.40)
O (-1.73, -1.12, 0.07)
O (2.55, 0.00, -0.16)

=====

# C3H5NO2

A single C3H5NO2 molecule in a non-equilibrium geometry (ωB97M-V/def2-TZVPD, the OMol25 dataset).

## Properties
* HOMO-LUMO gap: 0.3627 hartree
* E_LUMO: 0.641 eV
* HOMO: -9.23 eV
* max |F|: 5.5 eV Å⁻¹
* SMILES string: C=C(O)/C=N/O

Geometry (Å):
C (0.41, 0.83, -0.22)
C (0.12, -0.58, -0.24)
C (-0.22, 1.94, 0.07)
O (-1.19, -2.34, -0.06)
O (1.86, 0.38, 0.43)
N (-0.98, -1.01, 0.33)
H (-2.07, -2.53, 0.30)
H (2.40, -0.27, -0.05)
H (0.65, -1.21, -0.98)
H (-1.31, 1.99, 0.01)
H (0.33, 2.81, 0.42)

=====

# C3H5NO2

A single C3H5NO2 molecule (ωB97M-V/def2-TZVPD, the OMol25 dataset).

## Properties
* HOMO-LUMO gap: 0.3930 hartree
* E_LUMO: 0.737 eV
* HOMO: -9.96 eV
* max |F|: 0.5 eV Å⁻¹
* SMILES string: NC(=O)CC=O

Geometry (Å):
N (1.21, -1.19, 0.70)
C (0.45, -0.69, -0.31)
O (0.64, -0.97, -1.48)
C (-0.66, 0.26, 0.10)
C (-0.54, 1.56, -0.66)
O (-0.62, 2.65, -0.14)
H (1.12, -0.86, 1.65)
H (2.00, -1.76, 0.46)
H (-0.70, 0.47, 1.18)
H (-1.61, -0.22, -0.20)
H (-0.37, 1.44, -1.75)

=====

# C3H5NO2

A single C3H5NO2 molecule (ωB97M-V/def2-TZVPD, the OMol25 dataset).

## Properties
* HOMO-LUMO gap: 0.3366 hartree
* E_LUMO: 0.260 eV
* HOMO: -8.90 eV
* max |F|: 0.6 eV Å⁻¹

Geometry (Å):
O (0.01, 2.08, -0.42)
C (0.18, 0.83, -0.77)
C (-0.96, -0.07, -0.32)
N (-0.21, -1.26, 0.06)
C (1.03, -0.86, 0.61)
O (2.06, -1.47, 0.59)
H (0.81, 2.54, -0.73)
H (0.95, 0.11, 1.16)
H (-1.64, 0.32, 0.46)
H (-1.53, -0.27, -1.23)
H (-0.69, -1.97, 0.59)

=====

# C3H5NO2

A 2-piece molecular cluster, C3H5NO2 overall in a non-equilibrium geometry (ωB97M-V/def2-TZVPD, the OMol25 dataset).

## Properties
* HOMO-LUMO gap (alpha / beta): 0.2799 / 0.2797 hartree
* E_LUMO (alpha / beta): -0.290 / -0.292 eV
* HOMO (alpha / beta): -7.91 / -7.90 eV
* max |F|: 1.1 eV Å⁻¹

Geometry (Å):
O (0.26, 1.76, -0.79)
C (-0.12, 0.92, 0.13)
C (-1.05, -0.17, -0.15)
N (-0.26, -1.27, 0.30)
C (1.65, -0.87, -0.30)
O (2.39, -1.71, -0.02)
H (0.99, 2.32, -0.50)
H (0.25, 1.06, 1.14)
H (-1.94, 0.00, 0.48)
H (-1.37, -0.16, -1.20)
H (-0.79, -1.88, 0.92)

=====

# C3H5NO2

A single C3H5NO2 molecule (ωB97M-V/def2-TZVPD, the OMol25 dataset).

## Properties
* HOMO-LUMO gap: 0.4051 hartree
* E_LUMO: 0.892 eV
* HOMO: -10.13 eV
* max |F|: 0.6 eV Å⁻¹
* SMILES string: C/N=C\OC=O

Geometry (Å):
C (-1.61, 0.10, -1.14)
N (-1.20, 0.64, 0.14)
C (-0.11, 0.36, 0.69)
O (0.85, -0.53, 0.19)
C (2.06, -0.45, 0.80)
O (2.36, 0.35, 1.65)
H (-1.76, 0.94, -1.83)
H (-2.59, -0.38, -1.00)
H (-0.92, -0.62, -1.58)
H (0.18, 0.80, 1.64)
H (2.75, -1.22, 0.43)

=====

# C3H5NO2

A single C3H5NO2 molecule in a non-equilibrium geometry (ωB97M-V/def2-TZVPD, the OMol25 dataset).

## Properties
* HOMO-LUMO gap: 0.3803 hartree
* E_LUMO: 0.439 eV
* HOMO: -9.91 eV
* max |F|: 3.3 eV Å⁻¹
* SMILES string: O=CCNC=O

Geometry (Å):
C (-1.64, -0.47, -0.01)
C (-0.66, 0.71, 0.30)
C (1.71, -0.18, 0.33)
H (-1.21, -1.56, 0.03)
H (-1.08, 1.63, -0.11)
H (-0.67, 0.73, 1.40)
H (0.82, 0.75, -1.24)
H (1.49, -0.61, 1.38)
N (0.66, 0.49, -0.28)
O (-2.85, -0.26, -0.17)
O (2.80, -0.33, -0.23)

=====

# C3H5NO2

A 2-piece molecular cluster, C3H5NO2 overall in a non-equilibrium geometry (ωB97M-V/def2-TZVPD, the OMol25 dataset).

## Properties
* HOMO-LUMO gap: 0.3767 hartree
* E_LUMO: 0.734 eV
* HOMO: -9.52 eV
* max |F|: 5.0 eV Å⁻¹
* SMILES string: C#C/C=N/O.O

Geometry (Å):
C (-0.94, 0.31, 0.46)
C (-2.14, -0.25, 0.10)
C (-3.23, -0.55, -0.34)
H (2.59, -0.61, 0.70)
H (3.70, -0.70, -0.27)
H (1.33, 1.59, -0.97)
H (-0.59, 0.29, 1.50)
H (-4.29, -0.88, -0.53)
N (-0.21, 0.61, -0.46)
O (2.79, -1.02, -0.16)
O (1.00, 1.21, -0.04)

=====

# C3H5NO2

A 2-piece molecular cluster, C3H5NO2 overall in a non-equilibrium geometry (ωB97M-V/def2-TZVPD, the OMol25 dataset).

## Properties
* HOMO-LUMO gap: 0.3899 hartree
* E_LUMO: -0.778 eV
* HOMO: -11.39 eV
* max |F|: 1.1 eV Å⁻¹
* SMILES string: N#CC(=O)CO.[H][H]

Geometry (Å):
O (-1.32, -0.55, 0.87)
C (-0.63, -0.51, -0.33)
C (0.86, -0.45, -0.05)
O (1.29, -0.54, 1.07)
C (1.74, -0.35, -1.22)
N (2.40, -0.32, -2.17)
H (-1.19, 1.73, 1.09)
H (-0.80, -1.41, -0.94)
H (-0.93, 0.35, -0.95)
H (-0.68, 2.25, 0.95)
H (-0.63, -0.67, 1.56)

=====

# C3H5NO2

C3H5NO2 as an isolated structure in a non-equilibrium geometry (ωB97M-V/def2-TZVPD, the OMol25 dataset).

## Properties
* HOMO-LUMO gap: 0.3284 hartree
* E_LUMO: 0.277 eV
* HOMO: -8.66 eV
* max |F|: 4.9 eV Å⁻¹

Geometry (Å):
C (-1.00, -0.36, -0.94)
C (1.06, 0.72, 0.03)
C (-0.04, -0.72, 0.73)
O (-1.78, 0.34, -0.06)
O (-1.15, 0.02, 1.18)
N (-0.36, -1.39, -0.43)
H (-1.28, -0.22, -1.97)
H (0.46, -1.22, 1.56)
H (2.00, 0.21, 0.24)
H (0.97, 1.60, 0.67)
H (1.11, 1.02, -1.01)

=====

# C3H5NO2

C3H5NO2 as an isolated structure (ωB97M-V/def2-TZVPD, the OMol25 dataset).

## Properties
* HOMO-LUMO gap: 0.3530 hartree
* E_LUMO: 0.947 eV
* HOMO: -8.66 eV
* max |F|: 0.5 eV Å⁻¹

Geometry (Å):
N (-0.74, 1.12, -0.85)
C (0.49, 1.32, -0.68)
O (1.22, 0.59, 0.18)
C (0.48, -0.38, 0.90)
C (-0.24, -1.37, 0.02)
O (-1.25, -1.96, 0.59)
H (-1.12, 1.76, -1.55)
H (1.13, 2.06, -1.17)
H (-0.25, 0.09, 1.58)
H (1.22, -0.94, 1.49)
H (-0.93, -2.28, -0.49)

=====

# C3H5NO2

C3H5NO2 as an isolated structure (ωB97M-V/def2-TZVPD, the OMol25 dataset).

## Properties
* HOMO-LUMO gap: 0.3610 hartree
* E_LUMO: 0.273 eV
* HOMO: -9.55 eV
* max |F|: 0.6 eV Å⁻¹

Geometry (Å):
N (-0.56, -1.24, -0.81)
C (0.63, -0.62, -0.61)
O (1.63, -0.79, -1.28)
C (0.64, 0.44, 0.48)
C (-0.15, 1.69, 0.31)
O (-0.48, 0.30, 1.40)
H (-1.29, -1.17, -0.13)
H (-0.61, -1.97, -1.51)
H (1.61, 0.49, 0.98)
H (-0.55, 1.31, 1.70)
H (-0.87, 1.55, -0.52)

=====

# C3H5NO2

A single C3H5NO2 molecule (ωB97M-V/def2-TZVPD, the OMol25 dataset).

## Properties
* HOMO-LUMO gap: 0.3706 hartree
* E_LUMO: 0.899 eV
* HOMO: -9.18 eV
* max |F|: 0.7 eV Å⁻¹

Geometry (Å):
C (-1.93, 0.39, 0.14)
C (-0.83, -0.53, -0.33)
O (-0.96, -1.61, -0.83)
C (1.46, -0.76, 0.10)
O (0.40, 0.08, -0.14)
N (2.53, 0.02, 0.11)
H (-2.83, -0.20, 0.28)
H (-1.64, 0.90, 1.06)
H (-2.11, 1.14, -0.64)
H (3.42, -0.39, 0.32)
H (2.50, 1.02, -0.07)

=====

# C3H5NO2

A single C3H5NO2 molecule (ωB97M-V/def2-TZVPD, the OMol25 dataset).

## Properties
* HOMO-LUMO gap: 0.3955 hartree
* E_LUMO: 0.764 eV
* HOMO: -10.00 eV
* max |F|: 0.5 eV Å⁻¹
* SMILES string: O=C1NCCO1

Geometry (Å):
O (2.65, 0.13, -0.10)
C (1.45, 0.11, -0.11)
N (0.61, -0.86, 0.37)
C (-0.79, -0.54, 0.24)
C (-0.69, 0.89, -0.35)
O (0.69, 1.13, -0.60)
H (0.99, -1.72, 0.72)
H (-1.33, -1.23, -0.42)
H (-1.30, -0.54, 1.21)
H (-1.05, 1.65, 0.34)
H (-1.23, 0.97, -1.30)

=====

# C3H5NO2

A single C3H5NO2 molecule in a non-equilibrium geometry (ωB97M-V/def2-TZVPD, the OMol25 dataset).

## Properties
* HOMO-LUMO gap: 0.4250 hartree
* E_LUMO: 0.528 eV
* HOMO: -11.04 eV
* max |F|: 1.1 eV Å⁻¹
* SMILES string: N#C[C@H](O)CO

Geometry (Å):
O (1.93, 0.06, 0.28)
C (0.75, -0.46, -0.26)
C (-0.52, 0.19, 0.31)
O (-0.52, 1.59, 0.22)
C (-1.69, -0.40, -0.38)
N (-2.56, -0.85, -1.00)
H (2.02, -0.26, 1.19)
H (0.79, -0.26, -1.34)
H (0.67, -1.55, -0.15)
H (-0.60, -0.04, 1.38)
H (-0.33, 1.84, -0.69)

=====

# C3H5NO2

A single C3H5NO2 molecule in a non-equilibrium geometry (ωB97M-V/def2-TZVPD, the OMol25 dataset).

## Properties
* HOMO-LUMO gap: 0.3697 hartree
* E_LUMO: 0.804 eV
* HOMO: -9.26 eV
* max |F|: 1.1 eV Å⁻¹
* SMILES string: C=C=NC(O)O

Geometry (Å):
C (-1.14, -0.14, -0.32)
C (1.20, 0.08, 0.12)
C (2.48, 0.06, -0.10)
O (-1.89, 1.02, -0.42)
O (-1.82, -1.19, 0.28)
N (0.04, 0.14, 0.47)
H (-2.04, 1.38, 0.46)
H (-1.96, -0.98, 1.22)
H (-0.93, -0.46, -1.34)
H (2.99, 0.93, -0.46)
H (3.06, -0.83, 0.09)

=====

# C3H5NO2

A single C3H5NO2 molecule (ωB97M-V/def2-TZVPD, the OMol25 dataset).

## Properties
* HOMO-LUMO gap (alpha / beta): 0.2679 / 0.2679 hartree
* E_LUMO (alpha / beta): -1.406 / -1.405 eV
* HOMO (alpha / beta): -8.69 / -8.70 eV
* max |F|: 0.6 eV Å⁻¹

Geometry (Å):
N (1.80, -0.45, 0.27)
C (0.73, -0.54, -0.47)
C (-0.50, -0.99, 0.32)
O (-1.39, 0.23, 0.39)
C (-0.85, 1.32, 0.12)
O (0.45, -0.11, -1.62)
H (2.54, -0.06, -0.31)
H (-1.14, -1.71, -0.20)
H (-0.31, -1.26, 1.36)
H (-1.53, 2.17, 0.08)
H (0.23, 1.43, 0.08)

=====

# C3H5NO2

A single C3H5NO2 molecule in a non-equilibrium geometry (ωB97M-V/def2-TZVPD, the OMol25 dataset).

## Properties
* HOMO-LUMO gap: 0.3968 hartree
* E_LUMO: 0.738 eV
* HOMO: -10.06 eV
* max |F|: 4.3 eV Å⁻¹
* SMILES string: O=CCNC=O

Geometry (Å):
O (1.24, -1.57, 0.15)
C (1.42, -0.50, 0.68)
C (0.56, 0.72, 0.41)
N (-0.48, 0.52, -0.63)
C (-1.56, -0.30, -0.51)
O (-2.06, -0.94, 0.36)
H (2.24, -0.35, 1.42)
H (0.10, 1.01, 1.38)
H (1.22, 1.56, 0.16)
H (-0.74, 0.51, -1.68)
H (-1.96, -0.23, -1.65)

=====

# C3H5NO2

A single C3H5NO2 molecule in a non-equilibrium geometry (ωB97M-V/def2-TZVPD, the OMol25 dataset).

## Properties
* HOMO-LUMO gap: 0.3878 hartree
* E_LUMO: 0.675 eV
* HOMO: -9.88 eV
* max |F|: 4.5 eV Å⁻¹
* SMILES string: O=C1NCCO1

Geometry (Å):
C (0.81, -0.05, -0.08)
C (-1.33, 0.80, -0.07)
C (-1.28, -0.79, 0.23)
H (0.58, 2.01, 0.28)
H (-1.71, 1.35, 0.88)
H (-1.76, 1.17, -1.00)
H (-2.11, -1.39, -0.36)
H (-1.49, -0.97, 1.43)
N (0.10, 1.08, -0.11)
O (2.03, -0.06, 0.17)
O (0.04, -1.13, -0.28)